The following is a DFT calculation (ωB97M-V/def2-TZVPD) of 10 unconnected molecules or ions with the total composition C21H40Cl2F15N3O13S at a distorted geometry.

Geometry as XYZ:
```
95
Properties=species:S:1:pos:R:3:forces:R:3
Cl -4.33606 -4.97979 -1.60783 0.104 -0.022 0.040
Cl -1.44485 -5.40473 0.08502 -0.221 0.011 0.493
S 1.96588 3.53862 -0.39341 -0.397 -1.354 -0.652
F 7.85696 -1.41989 -0.94984 0.207 0.353 0.444
F -5.28235 2.99830 1.53594 -0.301 -0.150 0.047
F 7.55954 -2.12576 -2.93031 0.234 -0.121 -1.112
F 2.13414 5.46183 1.40077 0.029 -0.048 0.165
F -3.58411 4.16946 2.13923 -0.016 0.082 -0.015
F 3.15810 5.83568 -0.46340 0.231 0.334 -0.134
F 2.90129 -2.99423 6.06104 0.081 0.311 -0.195
F -5.95197 5.58277 -2.73019 0.018 0.113 -0.093
F -4.99940 3.52119 3.63360 -0.379 0.094 0.116
F 0.99727 5.97574 -0.35224 -0.189 0.144 -0.201
F -7.41693 4.02605 -2.39876 0.019 -0.029 0.089
F -6.42555 4.16842 -4.30069 0.078 0.067 -0.455
F 2.02027 -1.02987 6.09365 -0.043 0.280 -0.095
F 4.12878 -1.26129 5.62498 -0.196 0.058 -0.157
F 7.60762 -3.52697 -1.28285 0.256 -0.594 -0.034
O 5.04528 -2.74745 -2.44761 0.183 -0.514 -0.621
O 1.97507 3.51532 -1.84267 0.063 0.590 -0.151
O -1.02980 0.57201 -1.89387 0.509 0.745 -0.028
O -5.22393 2.23451 -3.02874 -0.133 -0.751 -1.450
O 1.54101 -0.86197 -0.62677 0.209 0.185 -0.680
O 3.11397 2.88267 0.19139 0.319 0.537 0.406
O 2.42668 -0.89667 3.30234 0.239 -0.023 0.292
O -4.52667 3.62664 -1.47265 1.549 1.165 1.638
O 5.19303 -1.60088 -0.57402 0.045 0.648 1.294
O -4.14318 0.86741 3.10025 -0.837 -0.651 0.226
O -2.31236 2.01751 2.62264 0.419 1.161 -0.520
O 2.41414 -3.11585 3.54983 0.392 -0.763 0.000
O 0.70422 3.04018 0.14002 0.278 0.576 0.653
N 3.61829 0.24499 0.88672 -1.536 0.265 -0.358
N -1.79916 2.75255 -0.54410 0.640 -0.028 -0.398
N 1.43126 0.86174 -2.85406 0.054 -0.367 0.330
C -0.97468 -0.44715 -0.96888 -0.646 -1.494 -0.212
C 2.56093 -1.89720 3.96879 -0.193 0.647 -0.465
C 2.06761 5.32466 0.08067 0.064 -0.693 0.080
C 3.62461 -2.49161 -2.48780 -0.749 0.234 0.268
C -2.28610 -3.84385 -0.16862 0.348 -0.185 -1.548
C 3.06058 -3.02352 -3.77634 0.091 0.300 -0.315
C -1.41757 0.98055 3.03698 0.683 -0.981 0.364
C 7.22344 -2.32101 -1.68240 -0.466 0.222 0.928
C 0.26689 -0.72153 -0.07348 0.704 2.175 0.278
C 5.70268 -2.18658 -1.47380 -0.151 -0.174 -0.974
C -3.60807 1.87403 2.76799 0.402 -0.522 0.140
C -6.25260 4.31657 -2.99985 -0.069 0.230 0.397
C -5.16549 3.38512 -2.43213 -1.430 -0.903 -0.608
C -4.91715 0.43459 -1.43829 0.033 -0.283 -0.173
C -4.32669 1.18144 -2.61346 0.548 0.042 0.694
C 1.64216 -4.65392 1.79648 0.911 -0.604 -0.526
C 2.91061 -1.78910 5.46421 0.106 -0.891 0.542
C -4.39322 3.16946 2.50854 0.711 0.274 -0.219
C -0.02739 1.56884 3.15866 -0.332 0.170 0.186
C 2.09422 -3.26042 2.13084 -1.306 0.446 0.001
C -3.78149 -3.96239 -0.25518 -0.246 -0.003 0.621
H 3.66833 -2.71921 -4.63047 0.139 -0.120 0.065
H -4.31237 -0.45565 -1.25480 0.065 0.086 0.082
H -0.15841 2.54914 3.61761 0.366 0.120 -0.094
H -1.72127 0.58401 4.00678 -0.364 0.121 -0.080
H 1.21739 -4.61197 0.79246 -0.410 0.171 0.179
H 3.46623 -1.41934 -2.37163 0.136 0.018 -0.108
H -2.39875 3.44344 -0.99214 0.102 0.198 0.434
H -1.20620 -1.42784 -1.44850 0.143 0.143 -0.263
H 0.91403 -5.02873 2.50992 -0.143 0.070 -0.071
H -1.92485 -3.58231 -1.16276 -0.001 0.398 0.133
H 1.19745 -2.65038 1.98222 0.388 0.326 -0.091
H 0.48140 1.63596 2.20248 -0.044 0.269 -0.064
H 0.03272 -1.53590 0.63487 -0.309 -0.238 -0.233
H 1.73179 0.19656 -2.02879 -0.803 0.264 -0.319
H -2.33069 2.23065 0.14653 0.053 0.120 0.008
H -4.13623 0.53219 -3.46190 -0.415 0.116 -0.210
H 3.35226 -0.00567 1.84370 0.522 0.373 0.088
H 1.85016 0.61993 -3.74663 0.254 0.168 0.153
H -4.94346 1.04340 -0.53599 -0.019 0.027 0.003
H 3.71116 1.25775 0.68790 0.239 -0.252 0.526
H 4.36686 -0.33865 0.51221 -0.146 0.099 0.037
H -5.92739 0.09635 -1.67103 -0.027 0.054 0.023
H -1.83122 -0.37507 -0.24915 0.181 0.159 0.253
H -3.35839 1.61309 -2.35936 -0.100 -0.027 -0.012
H 0.33190 0.19364 0.55865 -0.338 -0.101 0.277
H -0.86410 3.07495 -0.14470 -0.939 0.103 -0.312
H 2.42773 -5.40411 1.66150 0.207 0.200 0.529
H 0.58395 0.96214 3.82497 -0.059 -0.097 -0.011
H -1.47292 2.04227 -1.28858 0.024 -1.034 0.242
H -1.94831 -3.08050 0.52479 -0.055 -0.181 0.303
H 0.38616 0.75972 -2.91686 -0.254 -0.399 0.847
H 1.58119 1.84965 -2.59233 0.379 -0.150 -0.099
H 3.11628 -2.92172 -1.62451 0.243 -0.098 0.072
H -4.19654 -4.36477 0.66680 -0.075 -0.110 -0.073
H 2.96266 -4.10561 -3.76419 0.002 -0.038 -0.062
H 2.89425 -2.84037 1.52436 0.096 -0.188 0.050
H 2.08357 -2.56924 -3.94580 -0.125 -0.192 0.200
H -1.42675 0.15612 2.32131 -0.253 0.079 -0.100
H 2.69667 0.00969 0.37276 0.319 -0.862 -0.657
H -4.21609 -2.97886 -0.41802 0.101 0.096 0.011
```
Forces are in eV/Å.

Values from the calculation:
- 2S+1 = 1
- E_HOMO (eV) = -7.704
- LUMO energy (eV) = 0.19
- orbital gap (eV) = 7.894

Here are the Mulliken charges for atoms 1 to 6, given in e: -0.20 -0.22 1.63 -0.25 -0.25 -0.25